Record 1
ORCA calculation (the ωB97M-V functional and the def2-TZVPD basis) on 5 unconnected molecules or ions with the total composition C25H55IO12.

Last column: Mulliken charge in e.
CARTESIAN COORDINATES (ANGSTROEM)
C (-5.19578, 0.87562, 4.12075)  -1.389
C (-5.90513, 0.84763, 2.75730)  0.425
C (-6.64671, -0.47504, 2.63088)  -1.685
C (-4.85675, 1.02733, 1.66420)  0.909
C (-4.06292, 2.33043, 1.86522)  -1.763
C (-5.47604, 1.01052, 0.27929)  -1.237
O (-4.57689, 1.29562, -0.78834)  -0.375
C (-3.42762, 0.58290, -0.74811)  0.459
O (-2.58541, 1.07766, -1.82421)  -0.303
C (-1.59021, 0.15597, -1.87223)  0.461
O (-0.48964, 0.31707, -2.36501)  -0.390
O (-2.01694, -1.01563, -1.28011)  -0.315
C (-3.43277, -0.88224, -1.14625)  -0.693
I (-4.19370, -1.23292, -3.14721)  0.079
H (-5.73787, 0.30251, 4.86133)  0.436
H (-4.20586, 0.44738, 4.03381)  0.330
H (-5.11540, 1.89293, 4.47419)  0.355
H (-6.61360, 1.66777, 2.74051)  0.395
H (-7.34954, -0.54644, 3.44621)  0.476
H (-5.95666, -1.30833, 2.69709)  0.328
H (-7.16034, -0.55822, 1.68406)  0.401
H (-4.17170, 0.19290, 1.78748)  0.282
H (-3.99544, 2.89545, 0.94583)  0.409
H (-3.04228, 2.11604, 2.14642)  0.327
H (-4.51593, 2.96371, 2.60874)  0.506
H (-6.00947, 0.08342, 0.09223)  0.390
H (-6.21849, 1.79617, 0.24647)  0.333
H (-2.77358, 0.71595, 0.11306)  0.174
H (-3.89044, -1.53686, -0.42626)  0.683
C (0.74399, -3.92601, -0.16382)  -0.742
O (2.13116, -4.15365, -0.33522)  -0.270
C (2.43231, -4.93628, -1.48072)  -0.544
C (2.89561, -4.06718, -2.62805)  -0.529
O (1.85178, -3.22741, -3.08749)  -0.408
C (1.93155, -1.90032, -2.58866)  -0.741
H (0.62797, -3.13788, 0.58050)  -0.101
H (0.26831, -3.60457, -1.09293)  0.592
H (0.24978, -4.83304, 0.20395)  0.355
H (1.56972, -5.53805, -1.78150)  0.336
H (3.24004, -5.62095, -1.20248)  0.387
H (3.19029, -4.70858, -3.46508)  0.438
H (3.76805, -3.47820, -2.32963)  0.271
H (2.73005, -1.35338, -3.10456)  0.433
H (2.11598, -1.88277, -1.51190)  0.303
H (0.98584, -1.40518, -2.78885)  0.217
C (0.03400, -2.17790, 3.80997)  -0.592
O (1.14055, -1.58346, 4.46028)  -0.296
C (1.58719, -2.31247, 5.59516)  -0.522
C (2.81049, -3.14355, 5.27868)  -0.524
O (2.51627, -4.17485, 4.35253)  -0.425
C (2.89793, -3.85095, 3.02523)  -0.320
H (-0.08202, -1.68882, 2.84265)  0.042
H (0.18627, -3.24758, 3.64776)  0.365
H (-0.88101, -2.02526, 4.39400)  0.334
H (0.78794, -2.94751, 5.98833)  0.364
H (1.84671, -1.58050, 6.36640)  0.359
H (3.16080, -3.62351, 6.19800)  0.413
H (3.61540, -2.50396, 4.90384)  0.275
H (3.98538, -3.91929, 2.91451)  0.449
H (2.56749, -2.85066, 2.74261)  0.013
H (2.43577, -4.57330, 2.35574)  0.144
C (2.73963, -0.19555, 1.60803)  -0.146
O (3.09995, 0.20345, 0.29820)  -0.515
C (2.04054, 0.84689, -0.39529)  0.068
C (2.20486, 2.34793, -0.40540)  -0.475
O (2.08281, 2.89988, 0.90043)  -0.393
C (3.32968, 3.20390, 1.49621)  -0.740
H (3.65230, -0.46381, 2.13840)  0.427
H (2.23725, 0.60618, 2.15400)  0.322
H (2.08448, -1.07373, 1.57117)  -0.426
H (1.07233, 0.56714, 0.03237)  0.248
H (2.06879, 0.48743, -1.42611)  0.188
H (1.40655, 2.78206, -1.01360)  0.056
H (3.16009, 2.62828, -0.85678)  0.372
H (3.75770, 4.10716, 1.04738)  0.331
H (4.03877, 2.37915, 1.39622)  0.316
H (3.15414, 3.39033, 2.55488)  0.244
C (0.65289, 3.52145, -3.79022)  -0.544
O (2.05534, 3.35482, -3.93930)  -0.321
C (2.39532, 2.58834, -5.08360)  -0.344
C (2.85114, 3.46208, -6.23094)  -0.666
O (1.80131, 4.28148, -6.72057)  -0.374
C (1.86426, 5.61391, -6.24665)  -0.697
H (0.48229, 4.29631, -3.04366)  0.287
H (0.18162, 3.82604, -4.72729)  0.477
H (0.20006, 2.58851, -3.44015)  -0.032
H (1.55466, 1.96037, -5.39229)  0.301
H (3.22093, 1.92833, -4.79766)  0.379
H (3.17039, 2.81915, -7.05710)  0.374
H (3.70707, 4.07255, -5.92800)  0.336
H (2.66300, 6.16369, -6.75676)  0.332
H (2.02890, 5.65308, -5.16770)  0.287
H (0.91245, 6.09091, -6.47483)  0.243

Multiplicity = 1
SMILES = CC(C)[C@H](C)CO[C@@H]1OC(=O)O[C@@H]1I.COCCOC.COCCOC.COCCOC.COCCOC
Energy = -59481.9849 eV



Record 2
ORCA calculation (the ωB97M-V functional and the def2-TZVPD basis) on a molecular structure, C25H55MgNO2Si2.

Last column: Mulliken charge in e.
CARTESIAN COORDINATES (ANGSTROEM)
O (2.17014, -0.10122, 0.60295)  0.707
O (4.21366, -3.35815, 2.17693)  -0.152
C (3.26750, 0.01030, -0.37094)  -0.624
C (3.36002, 1.38142, -1.00190)  -1.423
H (3.06888, -0.76573, -1.11823)  0.399
H (4.18391, -0.24972, 0.16714)  0.564
H (2.38694, 1.82524, -1.24786)  0.007
H (3.92692, 1.28549, -1.93030)  0.419
H (3.90745, 2.06370, -0.34122)  0.328
C (2.30606, 0.82882, 1.73609)  -0.116
C (3.64108, 0.67500, 2.42115)  -1.519
H (1.48493, 0.59751, 2.42555)  0.080
H (2.13842, 1.84559, 1.35258)  0.403
H (3.86052, -0.38384, 2.62644)  0.234
H (3.60478, 1.21859, 3.36861)  0.475
H (4.46558, 1.11135, 1.84056)  0.307
C (3.76707, -4.23620, 3.23492)  -0.327
C (5.64721, -3.30551, 2.02517)  -0.249
C (3.26716, -3.47869, 4.44443)  -1.289
H (4.58449, -4.91418, 3.54245)  0.466
H (2.94804, -4.84320, 2.82050)  0.258
H (4.07282, -2.92253, 4.93654)  0.317
H (2.88089, -4.20907, 5.15857)  0.442
H (2.45441, -2.79651, 4.17576)  0.114
C (6.36801, -2.75805, 3.24024)  -1.381
H (5.81219, -2.66831, 1.14679)  0.251
H (6.04081, -4.31158, 1.79853)  0.348
H (5.91355, -1.83108, 3.60825)  0.237
H (7.40013, -2.54459, 2.96035)  0.424
H (6.40019, -3.49200, 4.05513)  0.355
H (2.79321, -2.46238, 0.55287)  -0.379
Mg (0.21515, -0.43619, -0.15613)  1.570
C (2.11476, -3.20721, 0.09223)  1.243
Si (2.99411, -4.72699, -0.61923)  0.470
H (1.38503, -3.50030, 0.86235)  0.049
H (1.58726, -2.71214, -0.73675)  -0.962
C (4.57052, -4.20637, -1.47998)  -1.014
C (1.73148, -5.47044, -1.79882)  -0.968
C (3.50965, -6.11018, 0.54301)  -1.021
C (0.56165, -0.89158, -2.18641)  -0.951
Si (-0.84440, -0.77265, -3.41151)  0.003
H (1.05546, -1.85533, -2.40959)  0.342
H (1.31606, -0.12331, -2.46004)  0.222
C (-1.00123, -2.40183, -4.35172)  -1.117
C (-0.56671, 0.63011, -4.62844)  -1.126
C (-2.50102, -0.44786, -2.59305)  -0.761
H (4.05557, -6.88727, -0.01319)  0.396
H (2.60616, -6.56667, 0.97542)  0.277
H (4.15785, -5.76896, 1.35975)  0.163
H (4.34886, -3.54188, -2.32615)  0.346
H (5.07620, -5.10475, -1.86692)  0.339
H (5.26452, -3.68674, -0.80490)  0.249
H (1.17883, -4.67788, -2.31933)  0.143
H (1.01001, -6.07365, -1.22822)  0.290
H (2.20339, -6.11896, -2.55108)  0.331
H (0.48806, 0.71037, -4.92994)  0.340
H (-0.87746, 1.59162, -4.19205)  0.286
H (-1.16953, 0.44083, -5.52916)  0.310
H (-2.48540, 0.47500, -1.99435)  0.107
H (-2.77556, -1.28419, -1.93371)  0.159
H (-3.28175, -0.34650, -3.36409)  0.479
H (-1.66888, -2.28377, -5.21863)  0.312
H (-1.42078, -3.18457, -3.70151)  0.275
H (-0.02384, -2.74766, -4.71838)  0.325
C (-0.96063, -0.25656, 2.65318)  -1.188
N (-1.40963, -0.77023, 1.34456)  0.057
C (-1.82045, -2.17457, 1.47668)  -1.032
C (-2.56974, 0.06207, 0.87802)  -1.233
C (-2.11605, 1.37912, 0.29614)  0.140
C (-3.04620, 2.43898, 0.19916)  -0.604
C (-2.64770, 3.65003, -0.37084)  -0.827
C (-1.33198, 3.80617, -0.81090)  -0.705
C (-0.40571, 2.73729, -0.69732)  -0.324
C (-0.83492, 1.52825, -0.19940)  0.911
H (-0.09793, -0.84305, 2.99222)  0.165
H (-1.76095, -0.33399, 3.40889)  0.432
H (-0.65779, 0.79421, 2.56454)  0.378
H (-2.59310, -2.29825, 2.25634)  0.355
H (-2.21563, -2.53657, 0.51824)  0.253
H (-0.95000, -2.78527, 1.74687)  0.235
H (-3.13474, -0.49705, 0.11131)  0.377
H (-3.26435, 0.23701, 1.72131)  0.542
H (-4.05616, 2.28083, 0.58219)  0.408
H (-3.36561, 4.46880, -0.45676)  0.344
H (-1.00201, 4.74982, -1.24645)  0.422
H (0.63181, 2.88660, -1.00647)  0.112

Multiplicity = 1
Relative energy (zero: lowest compared OMol25 entry of this formula, charge and spin) = 0.0 kJ/mol



Record 3
ORCA calculation (the ωB97M-V functional and the def2-TZVPD basis) on a molecular structure, C25H55NO2PdSi2.

Last column: Mulliken charge in e.
CARTESIAN COORDINATES (ANGSTROEM)
O (-0.11014, 4.02335, -0.79838)  -0.300
O (-0.57619, 3.45134, -2.96019)  -0.050
C (-1.16883, 3.97445, 0.20386)  -0.171
C (-0.99009, 2.93098, 1.27581)  -1.023
H (-2.10211, 3.81732, -0.34521)  0.298
H (-1.19333, 4.97297, 0.64983)  0.266
H (-1.15852, 1.91205, 0.91074)  -0.007
H (-1.72668, 3.13409, 2.05653)  0.446
H (-0.00283, 2.97874, 1.74343)  0.390
C (1.27044, 3.94306, -0.30425)  -0.318
C (2.19465, 4.55167, -1.32490)  -1.255
H (1.49999, 2.88264, -0.11783)  0.200
H (1.29328, 4.47927, 0.65358)  0.550
H (2.26029, 3.96642, -2.25015)  0.250
H (3.19508, 4.61169, -0.88936)  0.412
H (1.89061, 5.57550, -1.56533)  0.333
C (0.18355, 2.49082, -3.78047)  -0.480
C (-1.95501, 3.78253, -3.33364)  -0.344
C (0.87943, 1.45545, -2.94164)  -0.560
H (0.88761, 3.08751, -4.37399)  0.165
H (-0.53105, 2.02662, -4.46438)  0.521
H (1.64386, 1.89093, -2.29074)  0.038
H (1.38431, 0.75215, -3.61147)  0.573
H (0.17916, 0.87496, -2.33127)  -0.109
C (-2.09040, 5.26300, -3.57357)  -1.213
H (-2.58253, 3.44867, -2.49653)  0.267
H (-2.19593, 3.20036, -4.22689)  0.425
H (-1.78869, 5.83846, -2.69132)  0.259
H (-3.13798, 5.48243, -3.79110)  0.417
H (-1.48192, 5.57618, -4.42993)  0.321
H (-0.30559, 3.72442, -1.88369)  0.586
Pd (0.49130, -1.70467, 1.07753)  -0.950
C (-0.65281, -1.00632, -0.28862)  1.522
Si (-2.40840, -1.50834, -0.79395)  0.323
H (-0.04850, -1.00532, -1.22632)  -0.011
H (-0.65451, 0.06605, 0.01456)  -1.280
C (-3.71483, -0.50597, 0.09191)  -0.970
C (-2.76193, -3.32298, -0.52178)  -1.141
C (-2.46346, -1.20571, -2.65466)  -1.221
C (-0.77402, -1.43945, 2.70822)  -0.691
Si (-1.02978, -3.18004, 3.36805)  0.350
H (-1.67435, -0.96915, 2.27768)  0.304
H (-0.30806, -0.71177, 3.39250)  0.366
C (-2.82583, -3.65890, 3.09085)  -1.084
C (-0.66798, -3.20458, 5.21220)  -1.232
C (0.07845, -4.44539, 2.52500)  -0.886
H (-3.18830, -1.90846, -3.09043)  0.425
H (-1.48505, -1.39250, -3.12281)  0.267
H (-2.77254, -0.17806, -2.89577)  0.209
H (-3.89582, -0.87328, 1.11203)  0.234
H (-4.65055, -0.60717, -0.47884)  0.440
H (-3.47155, 0.56336, 0.14830)  0.159
H (-1.89765, -3.82917, -0.07104)  0.215
H (-2.97952, -3.79809, -1.49119)  0.455
H (-3.63913, -3.45776, 0.12549)  0.290
H (-0.77751, -2.19956, 5.64205)  0.327
H (0.34793, -3.56629, 5.42286)  0.315
H (-1.38208, -3.87366, 5.71441)  0.347
H (0.95701, -4.65965, 3.14670)  0.346
H (0.43688, -4.11833, 1.53369)  0.014
H (-0.48522, -5.37770, 2.38385)  0.439
H (-3.12815, -4.36499, 3.87826)  0.416
H (-2.99814, -4.13569, 2.11768)  0.219
H (-3.47559, -2.77566, 3.16341)  0.267
C (3.08588, -2.26578, 2.56629)  -0.932
N (2.40210, -1.04572, 2.10054)  0.573
C (2.21187, -0.11651, 3.22547)  -1.033
C (3.15903, -0.38937, 0.99829)  -0.327
C (3.04837, -1.21778, -0.24258)  1.505
C (3.92575, -1.04347, -1.33320)  -0.760
C (3.76404, -1.82109, -2.48027)  -0.720
C (2.73770, -2.76940, -2.53975)  -0.560
C (1.85162, -2.93383, -1.44978)  -0.281
C (2.00158, -2.10752, -0.34232)  -0.271
H (2.48827, -2.72477, 3.36394)  0.105
H (4.07826, -2.02219, 2.97822)  0.361
H (3.20220, -2.97131, 1.74186)  0.339
H (3.18698, 0.16062, 3.65767)  0.323
H (1.71472, 0.79289, 2.86701)  0.076
H (1.60601, -0.59205, 4.00315)  0.295
H (2.72616, 0.61515, 0.83981)  -0.180
H (4.21057, -0.25092, 1.29990)  0.374
H (4.72751, -0.30529, -1.24333)  0.400
H (4.44749, -1.68981, -3.32490)  0.347
H (2.61679, -3.38594, -3.43304)  0.390
H (1.04238, -3.66075, -1.48232)  0.309

Multiplicity = 3
⟨S²⟩ = 2.008
Relative energy (zero: lowest compared OMol25 entry of this formula, charge and spin) = 437.3 kJ/mol



Record 4
ORCA calculation (the ωB97M-V functional and the def2-TZVPD basis) on a molecular structure, C25H56HfN2O3P2.

Last column: Mulliken charge in e.
CARTESIAN COORDINATES (ANGSTROEM)
Hf (0.20447, 0.12985, -0.10375)  -0.372
C (0.23642, 1.91602, 1.19622)  0.171
O (0.28843, 2.71636, 2.05823)  -0.101
C (-1.82250, 0.37984, -0.39677)  1.272
O (-2.98609, 0.57603, -0.48937)  -0.200
P (0.16519, 2.34115, -1.61676)  0.590
C (0.14349, 1.92729, -3.41775)  0.610
H (0.09587, 2.89311, -3.92129)  0.473
C (-1.35560, 3.47121, -1.50882)  0.651
H (-2.16764, 2.72811, -1.42049)  0.261
C (1.70154, 3.41105, -1.65058)  0.450
H (2.45338, 2.70847, -2.03485)  0.555
C (1.43272, -3.53914, 0.58648)  0.345
P (0.00569, -2.58206, -0.12468)  0.229
H (-0.32870, -4.31377, -1.68657)  0.765
H (2.29205, -3.19583, -0.01221)  0.627
C (-1.50778, -3.48578, 0.51224)  0.521
H (-1.29624, -4.54141, 0.26605)  0.876
C (-1.33106, 4.30774, -0.22819)  -1.294
H (-2.25602, 4.90545, -0.18681)  0.490
H (-0.48124, 5.01077, -0.22151)  0.263
H (-1.30125, 3.69157, 0.67499)  0.076
C (-1.62387, 4.37497, -2.71430)  -1.571
H (-0.91156, 5.20746, -2.74836)  0.320
H (-2.62330, 4.81159, -2.58937)  0.510
H (-1.62196, 3.86010, -3.67752)  0.369
C (1.61247, 4.60057, -2.61304)  -1.721
H (1.16109, 4.37099, -3.58739)  0.402
H (2.63643, 4.94837, -2.82630)  0.514
H (1.07275, 5.45279, -2.16961)  0.403
C (2.22206, 3.85144, -0.28486)  -1.532
H (3.21216, 4.32468, -0.42918)  0.505
H (2.35828, 2.99671, 0.39391)  0.443
H (1.57933, 4.60256, 0.19663)  0.264
C (1.46802, 1.29120, -3.81337)  -2.168
H (2.28876, 2.01579, -3.87963)  0.378
H (1.37278, 0.79014, -4.78355)  0.406
H (1.80329, 0.55621, -3.06367)  0.542
C (-1.12001, 1.16247, -3.78715)  -1.393
H (-1.28607, 0.28817, -3.15042)  0.237
H (-1.05487, 0.79817, -4.82288)  0.489
H (-2.01867, 1.78691, -3.69524)  0.341
C (1.33979, -5.07134, 0.44709)  -1.667
H (1.07523, -5.40528, -0.56942)  0.400
H (0.62352, -5.51833, 1.15826)  0.389
H (2.33642, -5.49012, 0.67960)  0.493
C (1.72635, -3.11925, 2.02613)  -0.688
H (0.83857, -3.21122, 2.66622)  0.022
C (-1.05021, -2.51558, -2.65315)  -1.780
H (2.06908, -2.07752, 2.07292)  -0.335
H (2.52797, -3.75510, 2.43833)  0.615
C (1.38493, -3.25242, -2.49758)  -1.770
H (-0.95637, -1.42633, -2.48586)  0.190
H (-0.88610, -2.75370, -3.71169)  0.521
H (-2.09652, -2.74077, -2.41208)  0.068
C (-0.00398, -3.26982, -1.83533)  0.651
H (1.27159, -3.50755, -3.56555)  0.459
H (2.08092, -3.97353, -2.04004)  0.375
H (1.88362, -2.26402, -2.45494)  0.466
C (-2.82210, -3.06566, -0.15028)  -1.534
H (-2.88839, -1.96969, -0.24621)  0.195
H (-3.66460, -3.40442, 0.47085)  0.521
H (-2.96626, -3.55178, -1.12134)  0.470
C (-1.63337, -3.30953, 2.02659)  -2.363
H (-1.42747, -2.26779, 2.32913)  0.627
H (-0.97946, -3.98743, 2.59149)  0.285
H (-2.66999, -3.54270, 2.31672)  0.533
H (1.30453, -1.02682, -3.31896)  -0.128
H (0.58369, -1.02128, -3.50547)  0.068
C (-2.31569, 0.24643, 2.84781)  -0.652
N (-1.18685, 0.00280, 3.75593)  0.166
C (-1.45787, 0.26558, 5.14786)  -1.027
C (0.04402, -0.05370, 3.20937)  -0.112
O (0.09957, -0.18209, 1.91172)  0.945
N (1.19461, 0.13438, 3.88683)  0.248
C (1.41048, -0.26268, 5.29001)  -0.980
C (2.41210, 0.43449, 3.07682)  -0.973
H (-3.20873, 0.31778, 3.47273)  0.574
H (-2.48516, -0.60073, 2.16503)  0.096
H (-2.20763, 1.18382, 2.28308)  0.203
H (-1.09238, -0.55055, 5.76135)  0.450
H (-1.07855, 1.23083, 5.47721)  0.378
H (-2.52903, 0.31012, 5.25121)  0.348
H (1.16757, -1.32689, 5.41586)  0.328
H (2.47553, -0.14179, 5.48190)  0.383
H (0.84369, 0.38517, 5.97926)  0.412
H (2.78700, -0.43812, 2.52452)  0.307
H (2.22930, 1.26882, 2.38284)  0.274
H (3.18440, 0.72796, 3.79471)  0.553

Multiplicity = 1
Net charge = +4
Energy = -55794.9377 eV



Number 1: strongest force on any atom 2.7 eV/A. Number 2: strongest force on any atom 2.6 eV/A. Number 3: strongest force on any atom 4.7 eV/A. Number 4: strongest force on any atom 11.8 eV/A.